Entry from the OMol25 dataset: a 17-piece molecular cluster, C51H86BFN21O3S overall (ωB97M-V/def2-TZVPD).

Structure (XYZ):
```
164
Properties=species:S:1:pos:R:3:forces:R:3
C 2.290735 6.941580 5.113052 0.173 0.308 -0.123
C 3.650707 6.309147 4.735714 -1.139 0.131 -0.103
C 3.446046 5.240606 3.615914 0.425 1.323 0.396
C 3.790458 5.866541 2.251917 0.474 -0.574 0.158
C 3.919548 4.863455 1.094380 -0.621 0.312 -0.240
C 2.731070 3.878275 0.955175 0.491 0.279 -0.381
C 3.185043 2.462477 0.592764 -0.676 -1.106 0.153
C 3.943853 2.452050 -0.745064 -0.156 0.156 -0.621
O 3.957712 1.830429 1.565889 -0.063 1.166 0.633
B 3.688555 0.338619 1.635028 1.935 0.349 -0.107
C 5.137443 -0.312002 1.158069 -0.025 0.008 -0.706
C 6.347294 0.356785 1.895562 -0.682 -1.028 0.144
C 3.432409 -0.192344 3.179550 -0.706 0.478 -0.647
C 2.366055 -1.283088 3.341842 0.041 -0.380 0.696
N 1.001154 -0.807912 3.122385 -0.239 0.351 0.541
N 2.362287 -1.768137 4.752653 -0.176 0.269 -0.007
N 2.664166 -2.474930 2.529355 0.417 -0.408 -0.102
O 2.534608 0.236992 0.669837 -0.720 -0.356 -0.577
C 1.955031 1.470431 0.553617 1.160 -0.270 0.565
F 1.288618 1.684698 1.807702 -0.492 0.350 -0.322
C 0.904338 1.587712 -0.540839 -0.491 -0.131 0.361
C -0.227113 2.608122 -0.212373 0.057 -1.996 -1.067
C -1.635591 1.991994 -0.159993 0.098 0.531 0.740
C -1.896461 1.246225 1.153617 -0.482 0.159 -0.309
S -3.702466 0.902529 1.345492 -0.336 -0.510 -0.006
C -4.316304 2.100565 2.455270 1.149 -0.080 -0.314
N -3.683114 3.088864 3.004240 -0.803 -0.287 -0.064
N -4.653407 3.735928 3.771711 -0.218 0.360 0.261
C -5.757763 3.106460 3.630573 0.726 -0.158 -0.220
O -5.619784 2.012591 2.803758 -0.257 0.416 0.156
H 2.358051 7.542632 6.028705 -0.079 -0.173 -0.072
H 1.506712 6.185061 5.216446 0.161 0.049 0.225
H 1.952393 7.626548 4.323092 0.068 -0.153 0.046
H 4.097124 5.884495 5.639859 0.067 -0.029 -0.195
H 4.275665 7.135746 4.376207 0.239 -0.310 0.140
H 4.072271 4.381788 3.867632 -0.269 -0.185 -0.484
H 2.380957 4.998955 3.613169 0.249 -0.546 0.113
H 3.049653 6.648164 2.023857 0.048 -0.139 0.007
H 4.760769 6.372325 2.361771 -0.167 0.050 -0.097
H 4.862478 4.312618 1.161340 -0.144 0.019 0.218
H 3.951853 5.456736 0.167540 0.312 -0.137 0.107
H 2.109388 4.213130 0.112527 -0.039 0.013 0.208
H 2.099973 3.895228 1.844811 0.149 -0.300 -0.061
H 3.279618 2.620841 -1.608458 0.069 0.069 0.176
H 4.454174 1.503226 -0.916229 -0.171 0.032 0.239
H 4.708103 3.236671 -0.796493 -0.096 -0.098 0.219
H 5.188600 -1.400231 1.332034 -0.124 0.129 -0.009
H 5.339381 -0.174417 0.080344 -0.322 -0.141 0.354
H 6.951116 -0.450276 2.308750 0.136 0.318 -0.041
H 6.969405 0.937453 1.207749 -0.108 0.144 0.241
H 6.027334 0.953773 2.756528 0.083 0.218 -0.291
H 4.361616 -0.588411 3.614381 -0.055 -0.055 -0.295
H 3.176152 0.687336 3.792289 -0.321 -0.282 -0.012
H 0.355464 -1.407056 3.626679 0.140 -0.249 -0.208
H 0.761105 -0.791865 2.140036 0.214 0.194 0.010
H 2.041359 -0.959212 5.283572 -0.034 -0.123 0.024
H 3.334879 -1.861200 5.035209 -0.046 -0.127 -0.133
H 2.235188 -3.293805 2.955174 -0.042 0.521 0.147
H 2.240636 -2.380751 1.611675 0.253 0.276 -0.034
H 0.474847 0.590131 -0.719288 0.144 0.084 0.175
H 1.367204 1.877377 -1.488132 0.121 -0.084 0.191
H -0.272095 3.300094 -1.032907 0.131 -0.116 -0.121
H -0.054582 3.185302 0.682641 0.192 -0.267 0.065
H -2.342325 2.832887 -0.212101 -0.005 -0.168 -0.060
H -1.823431 1.323735 -1.009179 0.046 0.071 0.080
H -1.443780 0.252150 1.115396 0.000 0.152 0.355
H -1.598485 1.799102 2.045485 0.231 -0.123 -0.160
H -6.712861 3.348416 4.069673 0.046 -0.242 -0.119
C -4.478889 -3.015913 -0.362203 -0.343 -0.183 0.201
C -3.320647 -2.330565 -0.913202 -0.084 -0.010 0.087
N -2.407290 -1.778015 -1.336310 -0.022 0.040 -0.168
H -4.225206 -4.026019 -0.043010 0.136 0.048 0.003
H -4.876329 -2.488847 0.504020 0.152 0.061 0.016
H -5.277076 -3.092360 -1.099220 0.117 0.047 -0.116
C 3.719919 -0.948080 -3.846396 -0.231 -0.100 -0.084
C 4.832044 -0.630141 -2.965594 -0.011 -0.059 0.072
N 5.696169 -0.379527 -2.253076 0.199 -0.034 -0.314
H 4.066784 -1.338907 -4.802581 0.118 0.022 0.047
H 3.067733 -1.699671 -3.403255 0.072 0.011 0.095
H 3.113906 -0.071705 -4.052935 0.092 0.070 0.103
C -1.397667 -3.404615 -4.487608 -0.508 0.010 0.132
C 0.047352 -3.419306 -4.626667 0.063 0.001 -0.034
N 1.190180 -3.429006 -4.726629 0.038 -0.031 -0.105
H -1.830840 -4.384754 -4.683336 0.166 -0.050 -0.043
H -1.678404 -3.110682 -3.477363 0.106 0.069 0.074
H -1.860474 -2.698950 -5.177183 0.149 0.033 -0.048
C -0.429245 -0.310879 -7.427372 -0.311 -0.056 -0.341
C 0.597786 -0.063154 -6.431018 0.024 -0.032 0.060
N 1.400671 0.130886 -5.634881 -0.114 0.101 -0.156
H -1.088075 0.548600 -7.536292 0.045 0.029 0.082
H 0.002704 -0.520634 -8.405083 0.109 -0.012 0.065
H -1.049372 -1.164053 -7.155989 0.079 -0.017 0.080
C 1.711569 -6.186995 1.368985 0.179 -0.178 -0.317
C 1.225356 -5.517923 2.565245 -0.073 -0.031 0.017
N 0.842502 -4.973155 3.499785 -0.138 -0.253 0.005
H 1.682521 -7.269808 1.485777 -0.056 0.028 0.120
H 1.105401 -5.927654 0.502049 -0.060 0.089 0.084
H 2.740236 -5.898916 1.154246 -0.022 0.119 0.111
C -5.629899 -1.194475 4.258948 0.204 0.505 0.351
C -5.897786 -2.304955 3.363745 0.036 0.001 -0.010
N -6.109768 -3.184273 2.655730 -0.110 0.023 -0.009
H -5.589196 -1.522896 5.296331 -0.061 -0.161 -0.061
H -4.680359 -0.710074 4.028731 0.036 -0.188 -0.194
H -6.408283 -0.437133 4.189648 -0.095 -0.122 -0.095
C -3.286813 2.861739 -5.543164 0.059 0.260 0.237
C -3.533169 1.784248 -6.492020 -0.029 -0.018 0.000
N -3.727212 0.931835 -7.237243 0.018 0.061 0.103
H -3.256878 2.486056 -4.520728 0.010 -0.109 -0.052
H -2.334142 3.349939 -5.744087 0.019 -0.097 -0.078
H -4.068404 3.618170 -5.598943 -0.051 -0.080 -0.101
C -5.266660 -0.597736 -3.625096 0.094 0.420 0.003
C -5.594372 -2.014365 -3.654023 0.041 0.007 -0.049
N -5.847104 -3.133902 -3.674067 -0.002 0.053 0.023
H -5.886483 -0.039532 -4.326060 -0.054 -0.144 -0.045
H -5.421899 -0.180542 -2.630134 0.000 -0.141 0.047
H -4.223497 -0.435285 -3.894443 0.018 -0.157 0.020
C -7.998700 -5.392405 -2.498721 0.117 0.332 0.048
C -8.319960 -6.811500 -2.529153 -0.055 -0.002 0.011
N -8.578909 -7.929984 -2.552704 0.042 0.034 0.045
H -8.625574 -4.832521 -3.190902 -0.028 -0.122 -0.055
H -8.150003 -4.975901 -1.503011 -0.044 -0.150 0.044
H -6.962230 -5.211750 -2.777473 -0.014 -0.105 -0.065
C 0.281394 7.626589 -0.091792 0.284 -0.032 -0.013
C -0.076415 6.217519 -0.162827 0.138 -0.059 -0.094
N -0.346633 5.100545 -0.218998 -0.513 2.341 0.100
H -0.311233 8.220706 -0.785219 -0.082 -0.107 -0.005
H 0.119433 8.029617 0.905036 0.093 -0.382 -0.175
H 1.331451 7.782182 -0.341152 0.012 -0.177 0.000
C -6.767365 -9.608680 -0.006248 -0.319 -0.076 -0.193
C -5.597391 -9.331961 0.814080 0.012 -0.011 0.012
N -4.674323 -9.113849 1.460168 -0.023 -0.012 -0.021
H -6.483688 -10.018570 -0.974215 0.113 0.044 0.029
H -7.425957 -10.328998 0.477421 0.102 -0.002 0.110
H -7.346406 -8.705842 -0.191375 0.095 0.050 0.028
C 9.777450 -2.049810 0.837955 -0.044 0.185 -0.106
C 9.404625 -1.334044 2.047885 0.161 0.120 -0.007
N 9.110497 -0.768929 3.002152 0.354 -0.141 0.162
H 9.704241 -3.122597 0.975664 0.060 0.462 0.292
H 9.126626 -1.782149 0.004875 -0.104 0.083 0.118
H 10.801101 -1.824173 0.540911 0.012 0.053 0.128
C 2.369503 -2.757888 -9.091558 0.345 0.069 0.157
C 1.010896 -3.106090 -9.483091 0.000 0.010 0.037
N -0.065603 -3.370352 -9.781352 0.025 0.032 0.004
H 2.618091 -1.742448 -9.398138 -0.120 0.002 -0.047
H 2.491563 -2.819640 -8.009684 -0.141 -0.036 0.005
H 3.093295 -3.431037 -9.548630 -0.106 -0.057 -0.052
C -9.484086 -3.493699 4.751884 -0.160 -0.351 -0.144
C -9.005804 -2.197634 5.207591 0.051 0.003 0.002
N -8.616960 -1.179266 5.566745 -0.058 -0.020 -0.019
H -10.554279 -3.599198 4.925381 0.011 0.130 0.061
H -9.301147 -3.623030 3.685976 0.100 0.122 0.015
H -8.978182 -4.302885 5.276430 0.083 0.102 0.050
C -3.119604 10.057334 1.631211 -0.396 -0.018 0.030
C -1.676849 9.964540 1.471502 0.039 0.105 0.066
N -0.538147 9.891380 1.347894 -0.315 0.611 0.250
H -3.598466 9.101522 1.421006 0.130 -0.048 -0.010
H -3.381893 10.344953 2.648223 0.139 -0.008 0.024
H -3.540925 10.799266 0.954183 0.134 0.019 -0.040
C 7.646583 -5.795694 0.546696 -0.342 -0.156 0.170
C 8.885864 -5.175157 0.107059 0.027 -0.122 -0.193
N 9.852251 -4.661274 -0.240262 -0.078 -0.750 -0.283
H 7.812340 -6.828367 0.851014 0.135 0.028 -0.028
H 7.220888 -5.259259 1.394954 0.095 0.109 -0.035
H 6.906270 -5.795022 -0.251935 0.094 0.096 -0.070
```
Positions in Å, forces in eV/Å.

Output
E_HOMO = -0.1329 Eh
LUMO energy = 1.3 eV
total charge = -1